a.
Below is a gas-phase ion, C3H5N2O (charge +1), with properties calculated with ωB97M-V with the def2-TZVPD basis set.

CARTESIAN COORDINATES (ANGSTROEM)
H (0.557, 1.040, -2.244)
N (0.571, -0.239, 0.063)
H (-0.686, 2.254, -1.824)
C (0.087, 1.596, -1.431)
H (0.875, 2.187, -0.960)
H (-0.026, -3.041, 1.409)
O (-1.606, 0.537, -0.057)
N (0.281, -1.106, 0.947)
C (0.181, -2.026, 1.742)
C (-0.503, 0.669, -0.461)
H (0.269, -1.871, 2.815)

- spin multiplicity = 1
- Kohn-Sham gap (eV) = 8.5086
- SMILES = C=[N+]=NC(C)=O
- total charge = +1

---

b.
Below is 2 unconnected molecules or ions with the total composition C3H5N2O, with properties calculated with ωB97M-V with the def2-TZVPD basis set.

CARTESIAN COORDINATES (ANGSTROEM)
O (3.234, -0.083, -0.050)
C (-0.576, -0.689, 0.032)
H (-1.161, 1.242, -0.437)
H (0.518, -2.432, 0.531)
C (-1.533, 0.313, -0.072)
H (-2.075, 0.546, 0.981)
N (1.059, 0.725, -0.211)
N (-0.136, -1.730, 0.203)
H (0.719, 1.738, -0.155)
C (2.231, 0.460, -0.128)
H (-2.279, -0.092, -0.695)

- spin multiplicity = 1
- Kohn-Sham gap (eV) = 11.5459
- total charge = +1

---

c.
Below is 2 unconnected molecules or ions with the total composition C3H5N2O, with properties calculated with ωB97M-V with the def2-TZVPD basis set.

CARTESIAN COORDINATES (ANGSTROEM)
C (0.479, -0.456, 0.558)
C (1.554, -0.317, -0.449)
H (-0.180, 2.356, 0.540)
H (2.598, -0.320, -0.147)
H (0.281, -0.882, 1.514)
N (0.527, 1.943, -0.076)
H (1.397, -0.625, -1.476)
N (0.729, 0.743, 0.082)
H (-2.204, -1.823, -0.462)
C (-2.331, -0.800, -0.154)
O (-2.849, 0.181, 0.069)

- spin multiplicity = 1
- Kohn-Sham gap (spin up / spin down) (eV) = 6.6046 / 6.6264
- total charge = +1

---

Computed energies relative to the best structure, in eV: a 1.597; b 0.000; c 5.011

---

a.
Below is a molecular structure, AlH10O5, with properties calculated with ωB97M-V with the def2-TZVPD basis set.

CARTESIAN COORDINATES (ANGSTROEM)
H (-2.320, 2.211, -1.539)
H (0.637, 3.099, 1.319)
H (2.481, 0.577, 1.593)
H (0.510, -3.063, -0.450)
O (0.738, 2.515, 0.535)
O (-1.354, 2.026, -1.463)
H (2.687, -0.664, 0.689)
Al (-0.765, 0.104, 0.442)
H (-2.601, -2.609, -0.547)
H (-0.967, 2.257, -2.345)
O (1.998, -0.122, 1.108)
H (-2.834, -2.662, 1.008)
H (1.780, -2.172, -0.460)
O (0.824, -2.152, -0.273)
O (-2.374, -2.160, 0.297)
H (1.561, 2.812, 0.087)

- spin multiplicity = 1
- Kohn-Sham gap (eV) = 4.6154
- total charge = +3

---

b.
Below is a molecular structure, AlH10O5, with properties calculated with ωB97M-V with the def2-TZVPD basis set.

CARTESIAN COORDINATES (ANGSTROEM)
O (-12.670, -19.605, 3.814)
H (-12.862, -19.226, 4.695)
H (-11.946, -20.530, 0.301)
H (-9.660, -24.466, 4.763)
H (-9.050, -23.844, 1.879)
Al (-11.918, -22.302, 3.183)
H (-10.633, -19.827, 0.721)
H (-9.523, -22.854, 0.784)
H (-13.644, -23.752, 5.820)
O (-12.753, -23.805, 5.419)
O (-9.805, -23.290, 1.610)
H (-9.470, -23.170, 5.586)
H (-12.365, -24.632, 5.766)
H (-12.366, -18.853, 3.270)
O (-11.336, -20.418, 1.053)
O (-9.934, -23.532, 4.809)

- spin multiplicity = 1
- Kohn-Sham gap (eV) = 4.9186
- total charge = +3

---

Computed energies relative to the best structure, in eV: a 0.176; b 0.000

---

a.
Below is 4 unconnected molecules or ions with the total composition C3H16N2O3, with properties calculated with ωB97M-V with the def2-TZVPD basis set.

CARTESIAN COORDINATES (ANGSTROEM)
H (-1.558, -2.804, -2.389)
C (-1.054, -2.382, -1.500)
H (-2.681, -1.301, -0.536)
N (-0.791, -0.539, 0.007)
H (2.713, 1.504, 0.010)
O (2.256, -0.115, -0.756)
H (-0.922, 0.566, 1.820)
H (2.008, 2.263, 1.211)
H (1.731, 0.646, -1.032)
O (2.534, 2.355, 0.419)
H (-1.441, -1.882, 2.788)
C (-1.708, -1.078, -1.026)
C (-1.303, -0.337, 1.353)
H (0.310, 3.280, 0.100)
N (-0.752, -1.377, 2.250)
H (0.025, -2.390, -1.595)
O (0.092, 2.665, -0.630)
H (-1.769, -0.365, -1.845)
H (-0.218, -2.014, 1.674)
H (0.680, 3.006, -1.309)
H (-0.401, 0.341, -0.318)
H (-2.411, -0.277, 1.386)
H (-1.283, -3.102, -0.714)
H (1.594, -0.707, -0.355)

- spin multiplicity = 1
- Kohn-Sham gap (eV) = 9.5556
- SMILES = CCNCN.O.O.O

---

b.
Below is 5 unconnected molecules or ions with the total composition C3H16N2O3, with properties calculated with ωB97M-V with the def2-TZVPD basis set.

CARTESIAN COORDINATES (ANGSTROEM)
H (0.913, 1.318, -0.432)
C (0.969, 1.423, 0.608)
N (-1.450, -1.575, -0.210)
H (0.108, -0.302, 1.489)
H (0.023, -0.196, -2.607)
H (-0.994, 1.103, 1.043)
H (-2.116, -0.762, 2.635)
H (-0.198, 2.031, 2.167)
O (-0.923, 0.603, -2.065)
C (1.779, -0.865, 0.370)
H (-2.004, -1.416, 0.602)
O (-1.295, -0.552, 2.111)
N (1.032, 0.106, 1.239)
H (1.923, 1.993, 0.850)
H (1.784, -1.795, 0.884)
O (0.928, -0.758, -2.595)
H (-1.438, -1.026, -1.064)
H (2.771, -0.470, 0.284)
H (1.098, -1.304, -3.392)
H (-1.367, -2.515, -0.514)
H (-0.919, 2.912, 0.671)
C (-0.360, 2.021, 1.097)
H (1.184, -1.074, -0.555)
H (-1.449, 1.103, -2.617)

- spin multiplicity = 1
- Kohn-Sham gap (eV) = 3.9048

---

Computed energies relative to the best structure, in eV: a 0.000; b 8.571

---

a.
Below is a molecular structure, C5H11IN, with properties calculated with ωB97M-V with the def2-TZVPD basis set.

CARTESIAN COORDINATES (ANGSTROEM)
H (1.344, -1.140, -0.431)
H (-2.356, -3.240, -0.347)
C (1.293, 1.606, -0.465)
H (0.322, 2.705, 0.952)
H (-1.263, -2.094, -1.355)
C (1.730, -0.757, 0.518)
H (2.097, -1.366, 1.205)
C (-2.148, -2.197, -0.596)
H (1.932, 0.962, 1.586)
I (-1.886, 0.770, 0.427)
H (1.023, 1.142, -1.303)
C (1.616, 0.539, 0.599)
H (-2.886, -1.861, -1.303)
C (-1.881, -1.313, 0.509)
H (2.267, 2.297, -0.606)
N (0.185, 2.441, -0.043)
H (-0.058, 3.216, -0.695)
H (-1.331, -1.708, 1.351)

- spin multiplicity = 1
- Kohn-Sham gap (spin up / spin down) (eV) = 6.7106 / 6.7082
- total charge = +1

---

b.
Below is a gas-phase ion, C5H11IN (charge +1), with properties calculated with ωB97M-V with the def2-TZVPD basis set.

CARTESIAN COORDINATES (ANGSTROEM)
H (-1.756, -1.105, -0.032)
H (-0.945, -2.156, -1.165)
C (2.623, 0.661, 2.041)
C (-0.672, 0.711, -1.726)
C (-2.089, 0.462, -2.035)
H (2.926, -1.166, 2.631)
H (-2.222, -0.588, -2.452)
H (-2.382, 1.225, -2.662)
H (-0.164, -1.873, 0.409)
H (-2.660, 0.549, -1.150)
H (2.227, 1.577, 2.304)
H (-0.032, 1.400, -2.260)
I (1.951, 0.257, -0.485)
N (2.303, -0.416, 2.662)
H (1.514, -0.683, 3.184)
H (3.585, 0.723, 1.689)
C (-0.762, -1.357, -0.398)
C (-0.078, -0.112, -0.853)

- spin multiplicity = 1
- Kohn-Sham gap (eV) = 8.0110
- total charge = +1

---

c.
Below is 2 unconnected molecules or ions with the total composition C5H11IN, with properties calculated with ωB97M-V with the def2-TZVPD basis set.

CARTESIAN COORDINATES (ANGSTROEM)
H (1.399, -1.446, 0.317)
N (-0.616, -1.141, 0.137)
C (0.462, 1.962, 0.306)
H (0.835, -1.655, -1.482)
C (1.883, 1.939, 0.565)
H (-1.655, 2.108, 0.690)
H (2.742, 1.485, -0.115)
I (-3.767, -1.005, 0.197)
H (-1.216, -1.627, 1.031)
H (2.291, 2.919, 1.033)
C (-1.612, -0.742, -0.848)
C (0.629, -1.857, -0.381)
H (-0.159, -0.130, 0.168)
H (-1.450, 0.311, -1.139)
H (1.978, 1.273, 1.393)
C (-0.757, 1.894, 0.225)
H (-1.702, -1.356, -1.764)
H (0.714, -2.931, -0.332)

- spin multiplicity = 1
- Kohn-Sham gap (eV) = 8.9030
- total charge = +1

---

Computed energies relative to the best structure, in eV: a 1.892; b 0.000; c 2.394

---

a.
Below is a single C6H6N2 molecule, with properties calculated with ωB97M-V with the def2-TZVPD basis set.

CARTESIAN COORDINATES (ANGSTROEM)
C (-0.780, -0.588, -0.976)
N (0.224, 1.729, 0.680)
C (1.631, -0.108, -0.176)
C (1.317, 1.283, 0.068)
C (-1.668, -0.179, -0.088)
H (-2.699, -0.034, -0.122)
C (-1.181, 0.028, 1.245)
N (-0.289, 0.871, 1.576)
H (-0.989, -0.757, -2.013)
H (0.874, -1.988, -0.990)
H (-1.481, -0.674, 2.071)
H (2.568, -0.574, 0.111)
H (1.783, 1.902, -0.676)
C (0.690, -0.912, -0.710)

- spin multiplicity = 1
- Kohn-Sham gap (eV) = 9.8084
- SMILES = C1=C\C=N/N=C\C=C/1

---

b.
Below is a single C6H6N2 molecule, with properties calculated with ωB97M-V with the def2-TZVPD basis set.

CARTESIAN COORDINATES (ANGSTROEM)
H (-0.947, -2.116, 0.147)
C (2.658, -0.575, -0.431)
H (1.701, -0.261, 1.467)
H (2.705, 0.587, -0.567)
H (2.344, -1.067, -1.379)
N (-3.461, 0.168, -0.097)
C (-1.012, -0.967, 0.040)
H (1.451, -1.907, 0.407)
C (0.107, 1.114, -0.081)
C (-2.322, -0.274, -0.086)
C (0.100, -0.259, 0.006)
C (1.488, -0.853, 0.486)
H (3.651, -0.840, 0.030)
N (1.030, 2.187, 0.138)

- spin multiplicity = 1
- Kohn-Sham gap (eV) = 8.8085
- SMILES = CC/C(C#N)=C/C#N

---

Computed energies relative to the best structure, in eV: a 0.000; b 1.976